1.
{
  "formula": "C23H32O6",
  "method": "the ωB97M-V functional and the def2-TZVPD basis",
  "symbols": ["C", "C", "O", "O", "C", "H", "H", "C", "O", "C", "O", "H", "C", "H", "H", "C", "H", "C", "C", "C", "C", "C", "C", "C", "O", "C", "C", "H", "H", "C", "C", "H", "H", "H", "C", "H", "C", "O", "H", "C", "C", "C", "H", "H", "H", "H", "H", "H", "H", "H", "H", "H", "H", "H", "H", "H", "H", "H", "H", "H", "H"],
  "xyz": [[-6.258, -2.385, 0.518], [-4.895, -1.777, -0.101], [-3.784, -1.843, 0.321], [-5.245, -1.022, -1.187], [-4.166, -0.440, -1.809], [-3.419, -1.016, -1.867], [-4.632, 0.124, -2.388], [-3.734, 0.783, -0.757], [-4.452, 1.127, 0.199], [-2.274, 1.251, -0.900], [-2.049, 1.375, -2.247], [-2.493, 2.005, -2.849], [-2.116, 2.565, -0.494], [-2.898, 3.065, 0.380], [-2.256, 3.426, -1.344], [-0.802, 2.807, 0.368], [-0.149, 3.537, -0.085], [-0.115, 1.464, -0.080], [1.278, 1.164, 0.514], [2.239, 2.168, 0.577], [3.566, 1.634, 0.929], [3.820, 0.451, 0.481], [4.922, 0.393, -0.516], [5.084, -0.805, -1.294], [6.111, -0.769, -2.439], [4.111, -1.850, -1.476], [3.505, -2.248, -0.056], [4.356, -2.259, 0.538], [2.640, -2.865, 0.078], [2.998, -0.806, 0.652], [2.857, -0.934, 2.038], [3.810, -1.186, 2.385], [2.325, -1.928, 2.261], [2.317, -0.380, 2.606], [1.601, -0.335, -0.058], [1.910, 0.173, -1.070], [0.552, -1.346, -0.315], [0.323, -2.053, 1.314], [-0.267, -1.522, 1.646], [-0.912, -0.674, -0.619], [-1.154, 0.432, 0.094], [-1.886, 0.370, 1.600], [-2.453, 1.092, 1.722], [-2.422, -0.733, 1.428], [-1.035, 0.254, 1.998], [-0.513, -0.699, -1.796], [-1.476, -1.680, -0.525], [1.009, -2.261, -0.812], [3.271, -1.414, -2.238], [4.266, -2.749, -1.826], [5.635, 1.159, -0.754], [4.406, 2.431, 0.776], [3.723, 1.559, 1.998], [2.026, 2.942, 1.084], [2.521, 2.306, -0.479], [0.988, 1.010, 1.846], [0.158, 1.527, -1.293], [-0.870, 2.930, 1.381], [-6.725, -1.589, 1.161], [-5.930, -3.322, 1.246], [-6.948, -2.630, -0.462]],
  "homo_energy_ev": -8.42,
  "lumo_energy_ha": -0.0182,
  "e_above_lowest_ev": 20.576
}

---

2.
{
  "formula": "C23H33BF4N3S2Si2Ti",
  "method": "the ωB97M-V functional and the def2-TZVPD basis",
  "symbols": ["Ti", "C", "C", "N", "C", "C", "S", "C", "C", "S", "C", "N", "C", "H", "H", "H", "H", "H", "H", "H", "H", "C", "Si", "C", "C", "C", "Si", "C", "C", "C", "H", "H", "H", "H", "H", "H", "H", "H", "H", "H", "H", "H", "H", "H", "H", "H", "H", "H", "H", "F", "B", "F", "F", "F", "C", "C", "C", "C", "C", "C", "C", "C", "N", "H", "H", "H", "H", "H", "H"],
  "xyz": [[0.329, -0.975, 0.141], [2.766, -0.835, -2.526], [3.186, -1.394, -1.210], [2.445, -1.406, -0.125], [3.102, -1.954, 0.954], [4.351, -2.396, 0.681], [4.714, -2.099, -0.964], [2.393, -1.863, 2.224], [2.829, -2.203, 3.458], [1.690, -1.714, 4.625], [0.668, -1.088, 3.419], [1.149, -1.238, 2.199], [-0.620, -0.439, 3.811], [1.939, -0.139, -2.397], [2.436, -1.638, -3.185], [3.594, -0.310, -3.001], [5.065, -2.849, 1.348], [3.758, -2.676, 3.732], [-0.472, 0.173, 4.700], [-1.372, -1.193, 4.048], [-0.993, 0.199, 3.016], [-1.541, 0.421, -2.702], [-0.635, 1.684, -1.673], [0.681, 2.437, -2.779], [-1.869, 2.961, -1.092], [0.138, 0.950, -0.058], [1.331, 2.166, 0.848], [3.064, 1.487, 1.069], [1.571, 3.796, -0.032], [0.597, 2.531, 2.533], [-2.032, 0.976, -3.508], [-2.315, -0.115, -2.156], [-0.878, -0.311, -3.165], [0.417, 2.204, -3.813], [1.692, 2.059, -2.604], [0.722, 3.521, -2.681], [-2.281, 3.490, -1.956], [-1.443, 3.706, -0.417], [-2.702, 2.476, -0.579], [-0.751, 0.843, 0.618], [3.525, 1.201, 0.119], [3.119, 0.638, 1.751], [3.674, 2.288, 1.494], [2.203, 3.704, -0.914], [2.098, 4.438, 0.680], [0.653, 4.310, -0.318], [0.757, 1.718, 3.241], [-0.474, 2.746, 2.486], [1.088, 3.415, 2.947], [-0.702, -4.142, -1.757], [0.460, -3.562, -1.445], [0.080, -1.877, -1.515], [0.814, -3.607, -0.112], [1.478, -3.664, -2.313], [-1.413, -1.837, 0.952], [-2.636, -1.417, 0.204], [-3.304, -0.238, 0.545], [-4.452, 0.151, -0.117], [-4.955, -0.644, -1.145], [-4.315, -1.832, -1.485], [-3.163, -2.211, -0.815], [-6.135, -0.229, -1.854], [-7.078, 0.106, -2.418], [-1.212, -2.903, 0.820], [-1.542, -1.653, 2.012], [-2.932, 0.379, 1.358], [-4.967, 1.062, 0.158], [-4.716, -2.452, -2.274], [-2.675, -3.137, -1.083]],
  "charge": 1,
  "homo_energy_ev": -11.38,
  "lumo_energy_ha": -0.1362,
  "e_above_lowest_ev": 0.049
}

---

3.
{
  "formula": "C23H33F3N8O3S2Ti",
  "method": "the ωB97M-V functional and the def2-TZVPD basis",
  "symbols": ["Ti", "C", "C", "N", "C", "C", "N", "C", "C", "N", "H", "H", "H", "H", "H", "H", "H", "H", "H", "H", "H", "H", "H", "H", "H", "C", "N", "C", "C", "N", "C", "S", "H", "H", "H", "H", "H", "H", "H", "H", "O", "S", "O", "N", "C", "O", "C", "C", "C", "C", "C", "C", "H", "H", "H", "H", "F", "C", "F", "F", "N", "C", "C", "C", "N", "C", "C", "H", "H", "H", "H", "H", "H"],
  "xyz": [[0.547, -0.657, 0.771], [0.417, 0.301, 3.672], [0.101, 1.581, 2.857], [0.525, 1.481, 1.438], [1.817, 2.169, 1.145], [2.712, 1.368, 0.203], [2.662, -0.077, 0.497], [3.441, -0.512, 1.677], [2.717, -0.221, 2.982], [1.285, -0.608, 2.901], [-0.510, -0.228, 3.893], [0.880, 0.559, 4.627], [0.541, 2.466, 3.318], [-0.978, 1.737, 2.858], [-0.190, 2.005, 0.919], [2.325, 2.369, 2.085], [1.612, 3.144, 0.697], [3.736, 1.749, 0.267], [2.376, 1.494, -0.823], [3.043, -0.577, -0.314], [4.432, -0.048, 1.689], [3.574, -1.586, 1.570], [2.758, 0.835, 3.236], [3.216, -0.751, 3.796], [1.177, -1.554, 3.255], [-0.021, 5.049, -1.292], [-1.016, 4.150, -1.813], [-1.125, 3.881, -3.243], [-2.178, 2.763, -3.307], [-2.698, 2.764, -1.942], [-1.905, 3.455, -1.100], [-2.060, 3.439, 0.582], [0.982, 4.629, -1.418], [-0.217, 5.218, -0.236], [-0.063, 6.001, -1.823], [-0.161, 3.564, -3.642], [-1.440, 4.783, -3.772], [-1.730, 1.799, -3.545], [-2.965, 2.980, -4.026], [-3.240, 2.000, -1.581], [3.388, -4.150, -2.325], [4.107, -3.238, -1.141], [4.196, -1.859, -1.625], [2.914, -3.159, -0.005], [1.684, -3.038, -0.379], [0.815, -2.515, 0.472], [1.180, -3.432, -1.692], [-0.170, -3.307, -2.034], [-0.613, -3.697, -3.278], [0.295, -4.214, -4.203], [1.633, -4.344, -3.885], [2.069, -3.955, -2.627], [-0.859, -2.898, -1.309], [-1.657, -3.598, -3.540], [-0.048, -4.517, -5.183], [2.351, -4.742, -4.589], [0.107, 1.520, -1.391], [0.008, 0.137, -1.240], [-1.258, -0.134, -1.712], [0.843, -0.343, -2.213], [-5.407, -1.670, 2.737], [-4.151, -1.455, 2.298], [-3.788, -0.254, 1.666], [-2.498, -0.081, 1.237], [-1.526, -0.995, 1.407], [-1.876, -2.149, 2.008], [-3.141, -2.421, 2.456], [-6.128, -0.987, 2.587], [-5.670, -2.546, 3.148], [-4.510, 0.538, 1.513], [-2.223, 0.847, 0.749], [-1.089, -2.888, 2.109], [-3.355, -3.373, 2.923]],
  "charge": 1,
  "homo_energy_ev": [-10.90, -10.90],
  "lumo_energy_ha": [-0.0837, -0.0806],
  "spin_multiplicity": 2,
  "e_above_lowest_ev": 0.069
}

---

no.,energy (eV),maximum force (eV/Å)
1,-36635.754,14.70
2,-100948.602,0.15
3,-95387.261,0.26